[1]
Molecular formula: C14H9MnN2O4S2
Method: DFT, ωB97M-V/def2-TZVPD

Geometry as XYZ:
```
32
Properties=species:S:1:pos:R:3:forces:R:3
Mn 0.007194 -0.093117 -0.354123 0.802 -0.425 1.961
O 3.355940 1.329435 -2.066345 0.329 -0.188 -0.300
C 2.264476 0.715435 -1.718069 -0.287 0.844 0.792
O 1.488876 1.173220 -0.873608 0.229 0.240 -0.397
C 1.942527 -0.572622 -2.331842 -0.321 -0.871 -0.216
C 2.637269 -1.300207 -3.283104 0.158 0.243 0.042
C 2.134217 -2.535173 -3.666661 -0.080 -0.055 0.023
C 0.952009 -3.005659 -3.106147 -0.074 -0.075 0.016
C 0.307798 -2.229873 -2.156529 0.632 0.304 -0.183
N 0.812939 -1.044844 -1.785771 0.333 -0.331 -0.891
C -0.921099 -2.473662 -1.376413 -0.462 0.214 0.477
O -1.636078 -3.561324 -1.464898 0.029 -0.273 -0.109
O -1.280986 -1.589317 -0.604993 -0.442 -0.260 -0.185
H 3.459775 2.139996 -1.540153 -0.017 0.042 0.000
H 3.547891 -0.899063 -3.707372 0.006 -0.050 0.002
H 2.658931 -3.136232 -4.395388 -0.005 0.034 -0.032
H 0.551748 -3.960898 -3.421011 0.014 -0.011 0.019
H -1.239181 -4.236405 -2.030868 -0.028 -0.023 -0.054
S 1.434663 -1.252175 1.559498 -0.312 0.159 -0.999
C 0.368229 -0.119932 2.254312 -0.212 0.197 -0.027
N -0.436282 0.572603 1.462618 -0.192 0.188 0.072
C -1.241108 1.456525 2.162027 -0.173 0.212 0.311
C -2.185803 2.327426 1.623758 0.174 -0.192 -0.092
C -2.900326 3.143784 2.477831 -0.015 0.012 -0.040
C -2.686221 3.103187 3.857016 -0.018 0.022 0.022
C -1.751500 2.244366 4.405249 0.024 -0.021 0.030
C -1.033039 1.424341 3.546596 0.008 -0.028 -0.183
S 0.200465 0.253362 3.933948 0.011 -0.018 -0.095
H -2.336879 2.341283 0.550855 -0.091 0.092 0.026
H -3.636927 3.825305 2.074199 0.002 -0.007 0.000
H -3.260589 3.753246 4.502793 0.015 -0.012 0.012
H -1.578928 2.206991 5.472595 -0.039 0.036 -0.002
```
Positions in Å, forces in eV/Å.

total energy = -2896.58140 hartree
HOMO (alpha / beta) = -10.47 / -10.47 eV
net charge = +1
multiplicity = 2
Kohn-Sham gap (alpha / beta) = 0.210 / 0.212 Eh
⟨S²⟩ = 1.1186
LUMO (alpha / beta) = -0.1750 / -0.1723 hartree



[2]
Molecular formula: C15H10BCl5FeN6
Method: DFT, ωB97M-V/def2-TZVPD

Geometry as XYZ:
```
38
Properties=species:S:1:pos:R:3:forces:R:3
Fe 0.542365 0.266154 0.042012 -0.140 0.128 -0.050
C 2.665692 -0.074069 3.658006 0.006 -0.001 0.005
C 1.743981 0.616472 2.869239 -0.035 0.001 -0.013
N 1.458480 -0.087137 1.780260 0.188 -0.022 -0.394
N 2.183238 -1.221263 1.834031 -0.158 -0.081 0.128
C 2.916987 -1.236613 2.955636 0.000 -0.017 -0.012
B 2.020654 -2.267176 0.706577 0.115 0.144 -0.017
N 2.555257 -1.645354 -0.604916 -0.139 -0.113 -0.122
C 3.579571 -1.992915 -1.396493 0.009 -0.011 -0.002
C 3.599306 -1.141792 -2.484279 0.016 -0.018 0.007
C 2.524565 -0.277313 -2.269169 -0.053 0.004 0.015
N 1.902717 -0.595533 -1.140238 0.088 0.108 0.411
N 0.509742 -2.537277 0.522611 -0.031 -0.154 0.018
C -0.161404 -3.694931 0.620109 0.018 0.057 -0.008
C -1.496189 -3.449059 0.372508 -0.029 0.046 -0.013
C -1.553013 -2.074403 0.125627 -0.088 0.009 -0.014
N -0.343327 -1.536391 0.218016 0.212 -0.071 0.039
H 3.090763 0.231563 4.597076 -0.005 0.000 0.002
H 1.285202 1.578725 3.028995 0.022 0.015 -0.020
H 3.563172 -2.070068 3.173795 -0.013 -0.007 0.012
H 2.599271 -3.281463 0.971572 0.036 0.016 0.002
H 4.219149 -2.817682 -1.130974 -0.010 -0.012 -0.013
H 4.291793 -1.142101 -3.306729 -0.005 -0.001 -0.003
H 2.179622 0.553636 -2.862863 0.017 0.022 0.018
H 0.357491 -4.607960 0.857901 0.003 0.002 0.001
H -2.306564 -4.155532 0.370350 -0.004 0.005 -0.001
H -2.403314 -1.455497 -0.112304 -0.002 -0.005 0.001
Cl -1.356762 2.095905 -0.571166 -0.070 0.072 -0.020
C 0.196509 2.944849 -0.486894 -0.004 -0.139 0.021
C 1.237987 2.099789 -0.176625 0.086 -0.109 0.053
C 2.490495 2.689903 -0.090838 -0.034 -0.045 0.000
Cl 3.856799 1.686692 0.298279 0.000 0.094 -0.017
C 2.673983 4.055311 -0.307717 0.036 -0.024 0.010
Cl 4.241744 4.756656 -0.194106 0.005 0.022 -0.003
C 1.576628 4.862742 -0.620235 -0.040 0.029 -0.012
Cl 1.786712 6.548833 -0.890963 0.002 0.006 -0.001
C 0.301759 4.303915 -0.714571 0.005 0.046 -0.008
Cl -1.075262 5.259348 -1.096022 -0.005 0.003 -0.002
```
Positions in Å, forces in eV/Å.

total energy = -4495.74262 hartree
HOMO (alpha / beta) = -8.67 / -8.57 eV
net charge = 0
Kohn-Sham gap (alpha / beta) = 0.334 / 0.330 Eh
LUMO (alpha / beta) = 0.0151 / 0.0153 hartree



[3]
Molecular formula: C15H10BLiN2O11
Method: DFT, ωB97M-V/def2-TZVPD

Geometry as XYZ:
```
40
Properties=species:S:1:pos:R:3:forces:R:3
Li -1.161026 -1.049636 0.143571 -1.621 0.693 0.396
C -3.172016 0.380128 -0.262428 -0.421 0.691 -1.237
O -3.922008 1.278198 -0.778123 0.179 -0.556 0.427
O -2.337691 0.671237 0.691031 0.918 -0.772 0.363
O -3.145464 -0.835345 -0.761351 0.758 -0.334 0.482
O 4.586243 4.822914 -1.643343 -0.031 -0.098 0.382
C 3.539755 4.289769 -1.375698 0.079 0.364 -0.985
O 3.137733 3.793899 -0.250592 0.439 -0.082 1.344
B 1.805203 3.169931 -0.364630 -1.056 -0.005 -0.022
O 1.412632 3.429969 -1.766361 0.514 0.183 -0.013
C 2.400192 4.066540 -2.378799 -0.670 -0.303 -0.665
O 2.407676 4.388575 -3.536761 0.093 0.083 0.022
O 1.872507 1.744306 -0.058527 0.772 -0.521 -0.571
C 1.159645 1.446769 1.000438 -0.807 0.305 0.628
O 1.044555 0.378574 1.528988 0.280 -0.178 -0.077
C 0.447596 2.757186 1.439857 -0.493 -0.228 -0.197
O 0.797104 3.697021 0.564773 0.634 0.336 -0.061
O -0.314843 2.888627 2.344622 0.287 0.062 0.316
N 0.065203 -0.870537 -1.362798 0.604 0.424 -1.145
C -0.218491 0.189530 -2.151877 -0.294 -0.154 0.674
C 0.615280 0.578982 -3.170871 0.011 -0.355 -0.814
C 1.701112 -0.215707 -3.539724 -0.271 0.621 -0.187
C 1.969276 -1.364868 -2.822724 -0.794 0.771 0.404
C 1.129243 -1.576061 -1.720552 0.915 -0.800 0.370
H -1.126004 0.744687 -1.932138 -0.026 -0.103 0.222
H 0.349317 1.434809 -3.775578 0.111 0.157 0.189
H 2.281718 0.144961 -4.381834 0.218 -0.343 0.014
H 2.790214 -2.027049 -3.049459 0.043 -0.050 0.090
H 1.428931 -2.373782 -1.044510 -0.326 -0.118 0.035
N -1.149710 -2.543096 1.962816 0.341 -1.156 0.289
C -1.198842 -3.889367 2.026800 -0.828 0.487 0.362
C -1.952996 -4.552400 2.992442 0.772 0.641 0.088
C -2.593587 -3.775760 3.951637 -0.567 -0.700 0.650
C -2.474482 -2.403113 3.989064 0.079 -0.625 -0.912
C -1.722595 -1.862534 2.959331 0.326 1.327 -0.797
H -0.685476 -4.469811 1.273336 0.113 0.191 -0.241
H -1.943635 -5.631068 3.059635 -0.205 -0.041 -0.144
H -3.211070 -4.283380 4.688294 0.033 0.038 0.027
H -3.037942 -1.781159 4.665885 0.205 0.050 0.170
H -1.573269 -0.791949 2.846170 -0.311 0.098 0.122
```
Positions in Å, forces in eV/Å.

total energy = -1547.51563 hartree
HOMO = 0.05 eV
net charge = -2
Kohn-Sham gap = 0.150 Eh
LUMO = 0.1521 hartree



[4]
Molecular formula: C15H11BrCl16N2
Method: DFT, ωB97M-V/def2-TZVPD

Geometry as XYZ:
```
45
Properties=species:S:1:pos:R:3:forces:R:3
Br 1.699694 -2.958076 0.943126 -0.334 0.700 -0.337
C 0.684818 -1.333811 0.390353 -0.866 0.320 -0.304
C 1.266919 -0.643060 -0.902402 -0.140 -0.690 -0.324
C 1.017236 0.921906 -0.991340 0.454 0.131 0.695
C -0.181829 1.447404 -0.125469 -0.069 1.191 1.173
C 0.121593 2.474550 0.871113 -3.246 -1.463 -0.478
C -1.009582 2.970260 1.748413 -0.813 -1.798 -1.783
C -2.354211 2.438954 1.578211 2.176 0.048 -0.579
C -2.690410 1.368041 0.566027 1.624 1.780 1.241
N -4.014231 0.926383 0.542453 2.311 -2.014 -2.652
C -4.144443 -0.047740 -0.393023 0.026 0.182 -0.048
C -3.074966 -0.559021 -1.305749 0.309 2.602 0.695
N -1.787981 -0.108125 -1.274441 -2.816 0.917 1.430
C -1.590465 0.885589 -0.299180 0.755 0.604 0.669
H -0.358734 -1.701801 0.170725 1.337 0.378 0.432
H 0.628455 -0.678673 1.296998 0.317 -0.564 -0.888
H 2.365652 -0.908044 -0.981415 -1.204 0.625 0.086
H 0.758505 -1.116232 -1.795587 0.660 0.341 1.129
H 1.953722 1.422333 -0.590944 -1.165 -0.412 -0.370
H 0.938371 1.246832 -2.069654 -0.046 -0.426 1.301
H 1.145421 2.901959 1.018796 -1.074 -0.643 -0.325
H -0.777577 3.744135 2.526599 -0.497 -1.064 -1.078
H -3.169057 2.846118 2.226604 0.736 -0.611 -0.747
H -5.164771 -0.518250 -0.490844 1.216 0.585 0.096
H -3.341690 -1.346528 -2.042844 0.108 1.425 0.333
C 0.562620 -0.071430 -5.369304 -0.070 0.037 0.031
Cl -0.316126 0.038762 -3.834209 -0.120 -0.158 -0.612
Cl 2.058604 -0.994257 -5.127060 -0.146 0.090 -0.009
Cl -0.448712 -0.890910 -6.574139 0.123 0.083 0.115
Cl 0.960604 1.559657 -5.942386 -0.025 -0.167 0.052
C 5.915955 -2.389858 -0.163179 -0.044 -0.030 0.062
Cl 5.354606 -1.393248 1.192607 0.074 -0.120 -0.185
Cl 5.553650 -4.094935 0.163063 0.040 0.235 -0.043
Cl 5.090959 -1.884405 -1.650044 0.091 -0.052 0.147
Cl 7.666616 -2.185808 -0.360540 -0.188 -0.018 0.010
C 0.598274 4.202563 5.589673 0.038 -0.059 0.083
Cl -0.555855 3.526347 6.752111 0.134 0.087 -0.162
Cl 1.457769 2.883623 4.773536 -0.110 0.146 0.064
Cl -0.274800 5.171030 4.385791 0.138 0.142 0.348
Cl 1.763442 5.230922 6.441829 -0.146 -0.116 -0.119
C -2.861050 -4.479042 -0.178097 0.286 -0.304 0.094
Cl -3.769515 -4.388374 1.341582 0.097 0.044 -0.194
Cl -1.355624 -5.377841 0.084195 -0.206 0.119 -0.032
Cl -3.839688 -5.306265 -1.404799 0.089 0.132 0.115
Cl -2.482159 -2.831656 -0.737141 0.187 -2.233 0.865
```
Positions in Å, forces in eV/Å.

total energy = -10624.63939 hartree
HOMO = -8.86 eV
net charge = 0
Kohn-Sham gap = 0.297 Eh
LUMO = -0.0288 hartree



[5]
Molecular formula: C15H11Cl2N3O
Method: DFT, ωB97M-V/def2-TZVPD

Geometry as XYZ:
```
32
Properties=species:S:1:pos:R:3:forces:R:3
Cl -1.148256 -2.008872 -5.224280 0.178 0.098 0.449
Cl 3.525371 4.202322 1.617583 -0.224 -0.134 -0.111
N -3.142831 -0.209879 2.656289 1.537 0.094 -1.018
N -3.545839 -0.938223 1.661041 0.538 -0.100 -0.070
O 0.566445 -1.685680 1.262474 1.210 -1.578 0.229
C -1.785697 0.087925 2.433582 -0.468 -0.111 0.663
C -1.361438 -0.528513 1.306078 -2.340 0.431 -0.835
C -0.046034 -2.454748 -2.749959 -0.323 -0.107 0.466
C -0.957002 -0.301278 -3.106837 -0.464 0.451 1.180
C 1.095352 3.040025 1.144824 0.289 -0.039 -0.033
C 3.033688 1.589250 1.064208 -0.621 0.374 0.530
C 0.200859 -2.120762 -1.397156 -0.366 -1.014 -0.854
C -0.758390 0.037851 -1.743334 0.014 -1.082 -1.368
C 0.288726 1.927478 0.923698 0.229 -0.466 0.016
C 2.203940 0.474743 0.876265 0.683 0.207 0.051
C -0.713844 -1.574235 -3.589528 0.832 0.101 0.447
C 2.474244 2.864112 1.247717 -0.098 -0.849 -0.303
C -0.208340 -0.910698 -0.859179 0.044 0.379 -0.627
C 0.822094 0.629577 0.821183 -0.053 0.944 -0.086
N -2.496385 -1.146179 0.835018 0.881 0.360 0.268
C -0.050240 -0.607583 0.621103 0.222 0.527 0.544
H 0.673558 -1.523495 2.218353 -0.252 0.157 -0.677
H -1.119846 0.693503 3.039277 -0.710 -0.020 0.328
H 0.197984 -3.445946 -3.114819 0.088 0.070 0.097
H -1.400903 0.432410 -3.754123 -0.124 0.196 -0.168
H 0.672509 4.036160 1.244245 0.003 -0.215 0.020
H 4.101853 1.494814 1.195879 0.043 -0.188 -0.193
H 0.610627 -2.928373 -0.787035 0.026 0.566 0.034
H -1.103604 1.023719 -1.476752 0.198 0.089 0.461
H -0.784964 2.044597 0.868672 -0.017 0.145 -0.005
H 2.667737 -0.520136 0.804865 -0.355 0.540 -0.025
H -2.511371 -1.673887 -0.039354 -0.602 0.172 0.591
```
Positions in Å, forces in eV/Å.

total energy = -1738.06715 hartree
HOMO = -9.34 eV
net charge = 0
Kohn-Sham gap = 0.359 Eh
LUMO = 0.0157 hartree



[6]
Molecular formula: C15H11F3N2O3
Method: DFT, ωB97M-V/def2-TZVPD

Geometry as XYZ:
```
34
Properties=species:S:1:pos:R:3:forces:R:3
O 3.986510 -4.688119 0.638873 -1.843 2.416 0.138
F -3.945172 0.047198 -2.119021 0.082 1.948 2.461
F -4.962186 0.615619 -0.091748 1.219 0.158 -2.095
F -5.510247 1.482686 -2.005866 0.541 0.707 0.296
N -2.230072 1.698293 2.603814 0.441 -0.305 -1.787
O 2.323912 -3.268008 1.295544 0.107 0.784 -0.153
O -4.189710 3.442231 -0.844551 -0.972 -0.734 0.332
C 3.400097 -3.583693 0.551236 4.399 -6.198 -0.104
C -1.043487 1.042770 2.364518 -3.979 2.002 -2.847
C -2.978705 2.121556 1.513436 1.607 0.407 2.250
C 1.591126 0.432277 -0.261106 -0.512 2.391 -0.729
C 0.925646 -1.133606 1.320735 0.519 -1.748 0.534
C 2.710582 -0.294074 -0.579521 -0.528 -1.945 0.314
C -1.333655 1.354649 -0.036796 -1.723 1.122 0.620
C 2.059155 -1.977260 0.924215 -3.541 2.362 0.840
C -0.599733 0.880412 1.061320 0.876 -0.330 -1.951
C 0.608463 0.097887 0.693769 2.318 -2.177 0.879
C 2.910447 -1.577478 -0.043391 0.907 1.249 -0.756
C -2.575671 2.000874 0.199713 1.160 -1.970 -0.657
N 3.863973 -2.619323 -0.275022 -4.019 3.102 0.182
C 4.995171 -2.442978 -1.132604 3.182 -0.329 3.560
C -4.414855 1.109489 -1.295430 -2.927 -3.766 -0.028
C -3.494081 2.216784 -0.981875 2.983 2.986 -2.330
H -4.876553 3.324911 -1.514359 -0.361 0.888 0.163
H -0.590115 0.560456 3.135833 1.371 -0.869 2.332
H -3.824438 2.743217 1.775921 -0.337 -0.398 -0.014
H 1.540460 1.401813 -0.818345 -0.324 -0.834 0.614
H 0.299083 -1.545084 2.141735 0.318 0.342 -0.750
H 3.272580 -0.031088 -1.416045 1.082 0.838 -1.061
H -1.084066 1.275968 -1.100735 0.530 -0.431 0.623
H 5.433260 -1.445507 -0.757952 -0.332 -1.365 -1.019
H 4.898329 -2.445249 -2.190661 -0.732 -0.193 -0.760
H 5.739126 -3.258689 -0.770330 -1.099 1.319 -1.014
H -2.905174 2.461065 -1.985302 -0.413 -1.427 1.913
```
Positions in Å, forces in eV/Å.

total energy = -1212.98854 hartree
HOMO = -8.78 eV
net charge = 0
Kohn-Sham gap = 0.328 Eh
LUMO = 0.0059 hartree